1.
Below is a structure of composition C46H56N6O3P2Ti, with properties calculated with ωB97M-V/def2-TZVPD.

Structure (XYZ):
```
114
Properties=species:S:1:pos:R:3
Ti 0.2166 0.4720 -0.3670
O -1.1798 -0.8417 -0.1855
C -2.1337 -1.4734 0.4776
C -2.7194 -2.6379 -0.0437
C -3.6451 -3.3577 0.6869
C -4.0336 -2.9342 1.9538
C -3.5234 -1.7464 2.4502
C -2.6084 -0.9952 1.7174
C -2.2122 1.4425 1.0417
N -0.9893 1.7832 0.3493
C -0.4445 3.1000 0.6160
C 0.1171 3.5793 -0.7040
N 0.9023 2.4270 -1.1382
C 1.9041 2.6191 -1.9092
C 3.0189 1.7166 -2.0048
C 4.0879 2.0068 -2.8621
C 5.3100 1.3991 -2.6867
C 5.4921 0.5565 -1.5887
C 4.4513 0.2580 -0.7334
C 3.1669 0.7649 -0.9840
O 2.1461 0.3754 -0.2435
H -2.4042 -3.0092 -1.0115
H -4.0631 -4.2660 0.2664
H -4.7485 -3.5070 2.5325
H -3.8436 -1.3859 3.4206
H -2.5638 2.3433 1.5436
H 0.3679 3.0547 1.3522
H -1.1924 3.7800 1.0197
H 0.7480 4.4603 -0.5966
H -0.6886 3.7981 -1.4022
H 2.0132 3.5776 -2.4123
H 3.9244 2.7215 -3.6612
H 6.1313 1.6049 -3.3602
H 6.4709 0.1310 -1.3977
H 4.6010 -0.3708 0.1352
C -5.5306 1.3999 1.8344
C -5.2552 0.9855 0.3940
C -5.8929 -0.3800 0.1157
P -3.4993 0.9602 -0.3215
C -3.6467 2.4834 -1.3964
C -3.5732 3.8479 -0.7204
C -2.7840 2.3547 -2.6582
C -2.0262 0.3521 2.1910
C -2.7168 0.8927 3.4254
C -2.4125 0.5715 4.6814
C -3.1250 1.1376 5.8737
C -1.3459 -0.3990 4.8940
C -0.5029 -0.7107 3.9098
C -0.6088 -0.0952 2.5732
N 0.4075 -0.1029 1.7691
C 1.6814 -0.5320 2.2826
C 2.2706 0.2362 3.2833
C 3.5377 -0.0648 3.7468
C 4.2548 -1.1326 3.2114
C 5.6522 -1.4414 3.6772
C 3.6541 -1.8799 2.2073
C 2.3765 -1.6033 1.7189
P 1.6321 -2.5229 0.3021
C 1.2754 -4.1813 1.1112
C -0.1158 -4.1211 1.7308
C 2.2463 -4.7110 2.1644
C 3.0822 -2.8224 -0.8396
C 3.7069 -4.2152 -0.8580
C 2.6351 -2.4344 -2.2535
H -6.6079 1.5240 1.9798
H -5.1998 0.6270 2.5328
H -5.0562 2.3479 2.0979
H -5.7658 1.7160 -0.2366
H -5.4652 -1.1448 0.7639
H -6.9724 -0.3430 0.2952
H -5.7275 -0.6974 -0.9163
H -4.6776 2.3647 -1.7406
H -2.5623 4.0875 -0.3939
H -3.8849 4.6366 -1.4118
H -4.2295 3.8946 0.1529
H -1.7426 2.1493 -2.4391
H -3.1384 1.5237 -3.2716
H -2.8408 3.2655 -3.2645
H -3.5169 1.5995 3.2544
H -3.9126 1.8271 5.5717
H -3.5763 0.3397 6.4696
H -2.4306 1.6720 6.5270
H -1.2378 -0.8614 5.8694
H 0.2996 -1.4149 4.0711
H 1.7320 1.0858 3.6833
H 3.9805 0.5471 4.5254
H 5.7437 -1.3258 4.7584
H 5.9376 -2.4609 3.4181
H 6.3758 -0.7655 3.2135
H 4.2121 -2.7024 1.7731
H 1.2453 -4.8861 0.2745
H -0.1902 -3.3097 2.4639
H -0.8855 -3.9548 0.9882
H -0.3404 -5.0564 2.2539
H 2.2488 -4.0644 3.0443
H 1.9196 -5.7038 2.4858
H 3.2723 -4.8025 1.8153
H 3.8477 -2.1118 -0.5322
H 2.9772 -4.9818 -1.1313
H 4.5006 -4.2442 -1.6096
H 4.1507 -4.4971 0.0958
H 2.2103 -1.4316 -2.2832
H 1.8753 -3.1269 -2.6300
H 3.4863 -2.4587 -2.9399
N -1.0374 -1.5635 -3.1266
C -0.3402 -0.4361 -3.3110
O -0.0205 0.2366 -2.2607
C 0.0274 0.0136 -4.5839
C 0.7023 1.2497 -4.7089
N 1.2476 2.2631 -4.8156
C -0.3488 -0.7426 -5.7183
N -0.6821 -1.4253 -6.5882
H -1.3770 -1.7123 -2.1828
H -1.4420 -2.0480 -3.9084
```

Summary:
* 2S+1: 1
* LUMO level: -0.71 eV
* gap between HOMO and LUMO: 0.2586 hartree
* highest occupied orbital energy: -0.28470 Ha

2.
Below is a structure of composition C46H58BaN4O4P2S5Si at a distorted geometry, with properties calculated with ωB97M-V/def2-TZVPD.

Structure (XYZ):
```
121
Properties=species:S:1:pos:R:3
Ba -0.6880 -2.1502 1.0778
S -3.3333 -2.0828 2.9514
S -4.5887 -1.0673 1.6730
S -4.8060 -2.1378 -0.0725
S -3.0880 -1.9443 -1.1926
C -0.8635 1.9071 2.9606
N -2.0306 2.7690 2.8211
C -2.2318 3.5635 1.6064
P -1.8992 2.6676 -0.0185
C -3.6054 2.6661 -0.7099
C -4.5989 2.0460 0.0498
C -5.9050 1.9802 -0.4071
C -6.2385 2.5296 -1.6378
C -5.2524 3.1177 -2.4157
C -3.9418 3.1777 -1.9601
C -1.1663 4.1026 -0.9120
C -1.7545 5.3679 -0.9102
C -1.1538 6.4316 -1.5664
C 0.0482 6.2441 -2.2357
C 0.6419 4.9908 -2.2482
C 0.0386 3.9263 -1.5889
C -3.1637 2.4129 3.5664
C -3.3375 1.1162 4.0534
C -4.4631 0.7920 4.7962
C -5.4256 1.7464 5.0880
C -5.2539 3.0415 4.6124
C -4.1384 3.3751 3.8645
P 0.6225 2.6994 2.1767
C 0.9620 4.0973 3.3260
C 2.1726 4.7725 3.1466
C 2.5196 5.8423 3.9529
C 1.6512 6.2714 4.9503
C 0.4366 5.6275 5.1210
C 0.0889 4.5500 4.3124
C 1.9376 1.5539 2.7153
C 2.2975 1.3992 4.0543
C 3.3754 0.6071 4.3999
C 4.0990 -0.0540 3.4109
C 3.7361 0.0737 2.0810
C 2.6613 0.8853 1.7330
H -0.9856 0.9048 2.5035
H -0.6982 1.7318 4.0268
H -1.5897 4.4501 1.6367
H -3.2661 3.8960 1.5942
H -4.3477 1.5786 0.9954
H -6.6523 1.4762 0.1927
H -7.2594 2.4833 -1.9976
H -5.5015 3.5252 -3.3886
H -3.1759 3.6138 -2.5894
H -2.6997 5.5184 -0.3999
H -1.6255 7.4074 -1.5607
H 0.5197 7.0747 -2.7481
H 1.5776 4.8385 -2.7724
H 0.4834 2.9438 -1.6038
H -2.6373 0.3280 3.8042
H -4.5925 -0.2345 5.1152
H -6.3013 1.4875 5.6696
H -5.9942 3.8034 4.8276
H -4.0106 4.3925 3.5157
H 2.8523 4.4347 2.3715
H 3.4691 6.3431 3.8071
H 1.9228 7.1017 5.5909
H -0.2478 5.9561 5.8939
H -0.8682 4.0652 4.4525
H 1.7323 1.9088 4.8269
H 3.6487 0.4743 5.4382
H 4.9304 -0.6872 3.6936
H 4.2712 -0.4643 1.3098
H 2.3697 0.9806 0.6923
C -1.3821 -4.0522 -3.8849
C -0.3850 -2.9243 -4.1354
C 0.5637 -3.2876 -5.2766
C -1.1398 -1.6441 -4.4700
O 0.3691 -2.6430 -2.9435
Si 1.5430 -3.5093 -2.1569
S 1.9117 -2.6503 -0.3308
O 0.9964 -5.0638 -2.1085
C 1.6721 -6.3075 -1.9896
C 2.8461 -6.2091 -1.0188
C 0.6373 -7.2985 -1.4665
C 2.1597 -6.7401 -3.3729
O 2.8797 -3.6061 -3.1443
C 3.9808 -2.7231 -3.3201
C 5.0171 -2.9793 -2.2281
C 4.5645 -3.0588 -4.6904
C 3.5328 -1.2613 -3.2943
H -1.9323 -4.2666 -4.8046
H -2.0904 -3.7542 -3.1092
H -0.8639 -4.9510 -3.5563
H -0.0086 -3.4779 -6.1874
H 1.1405 -4.1804 -5.0317
H 1.2634 -2.4700 -5.4622
H -1.7137 -1.7824 -5.3894
H -0.4443 -0.8133 -4.6064
H -1.8360 -1.3962 -3.6677
H 2.5087 -5.8235 -0.0566
H 3.6005 -5.5232 -1.4064
H 3.3000 -7.1925 -0.8759
H 0.3425 -7.0334 -0.4503
H 1.0401 -8.3137 -1.4679
H -0.2521 -7.2672 -2.0978
H 2.8277 -5.9793 -3.7765
H 1.3084 -6.8512 -4.0486
H 2.6906 -7.6933 -3.3139
H 5.4184 -3.9916 -2.3163
H 4.5449 -2.8707 -1.2511
H 5.8406 -2.2652 -2.3060
H 4.8415 -4.1141 -4.7288
H 5.4503 -2.4517 -4.8908
H 3.8220 -2.8701 -5.4680
H 3.1954 -0.9860 -2.2941
H 2.7008 -1.1118 -3.9854
H 4.3608 -0.6109 -3.5845
O -0.5211 -0.1545 -1.5945
H -0.0453 -0.9275 -1.9453
H -1.4587 -0.4342 -1.5561
N 4.1967 -2.5352 6.0575
C 3.2325 -2.7236 5.4342
N 2.1495 -3.0398 4.7947
C 1.3786 -2.4257 3.9900
N 0.5604 -2.0073 3.2614
```

Summary:
* 2S+1: 1
* LUMO level: 3.76 eV
* net charge: -2
* gap between HOMO and LUMO: 0.2067 hartree
* highest occupied orbital energy: -0.06838 Ha

3.
Below is a structure of composition C46H58CoO4, with properties calculated with ωB97M-V/def2-TZVPD.

Structure (XYZ):
```
109
Properties=species:S:1:pos:R:3
Co 0.2065 0.4861 -0.1703
C 3.4746 1.1191 0.9744
O 2.4007 0.4238 0.3305
C 2.6870 -0.0918 -0.9369
C 2.9865 -1.4462 -1.0230
C 3.1479 -2.3017 0.2175
C 2.0541 -2.3583 1.2654
C 2.3559 -2.7901 2.5325
C 1.3807 -2.9305 3.5365
C 0.0265 -2.6275 3.2252
C -0.3497 -2.1673 2.0039
C -1.7939 -1.8611 1.6644
C -2.2102 -0.4213 1.9286
C -2.5510 -0.0297 3.2192
C -2.9088 1.2803 3.5153
C -2.8812 2.2114 2.4771
C -2.5402 1.8790 1.1738
C -2.4462 2.9977 0.1398
C -1.6269 2.7975 -1.1154
C -2.1746 2.9075 -2.3790
C -1.4076 2.7441 -3.5399
C -0.0533 2.4938 -3.3836
C 0.5467 2.3867 -2.1290
C 2.0452 2.1602 -1.9959
C 2.4689 0.6995 -2.0613
C 2.6154 0.0857 -3.3038
C 2.9399 -1.2569 -3.4461
C 3.1191 -2.0080 -2.2829
C 3.0533 -1.8575 -4.8469
C 1.6972 -1.7224 -5.5550
C 4.1223 -1.0974 -5.6440
C 3.4389 -3.3358 -4.8106
C -0.2509 2.5273 -0.9830
O 0.2749 2.3076 0.2464
C -2.0022 2.8256 -4.9468
C -1.3005 3.9364 -5.7400
C -3.5011 3.1245 -4.9227
C -1.7858 1.4819 -5.6577
C -2.2537 0.5391 0.9255
O -1.8753 0.1678 -0.3666
C -2.9378 -0.1757 -1.2614
C -3.2947 1.7268 4.9249
C -4.7047 2.3325 4.8944
C -2.2916 2.7830 5.4091
C -3.2905 0.5648 5.9183
C 0.6789 -1.9884 0.9908
O 0.3704 -1.4672 -0.1196
C 1.7151 -3.4046 4.9382
C 3.2078 -3.6670 5.1294
C 1.2714 -2.3238 5.9405
C 0.9450 -4.7080 5.2165
H 4.3135 0.4377 1.1240
H 3.0965 1.4686 1.9306
H 3.7973 1.9682 0.3731
H 4.0676 -2.0200 0.7385
H 3.3123 -3.3310 -0.1150
H 3.3862 -3.0293 2.7607
H -0.7310 -2.7681 3.9862
H -2.4135 -2.5109 2.2831
H -1.9756 -2.1253 0.6241
H -2.5360 -0.7789 4.0004
H -3.1032 3.2517 2.6885
H -1.9996 3.8406 0.6743
H -3.4569 3.3106 -0.1344
H -3.2337 3.1190 -2.4580
H 0.5755 2.3873 -4.2612
H 2.3769 2.6205 -1.0677
H 2.5388 2.6800 -2.8180
H 2.4566 0.6938 -4.1871
H 3.3438 -3.0642 -2.3507
H 1.4025 -0.6772 -5.6645
H 0.9130 -2.2380 -4.9967
H 1.7508 -2.1609 -6.5533
H 3.8771 -0.0397 -5.7484
H 4.2073 -1.5191 -6.6472
H 5.0977 -1.1717 -5.1595
H 2.6831 -3.9422 -4.3070
H 4.3987 -3.4928 -4.3145
H 3.5306 -3.7080 -5.8318
H -1.4267 4.9032 -5.2494
H -1.7247 4.0047 -6.7438
H -0.2312 3.7471 -5.8431
H -3.7163 4.0807 -4.4420
H -4.0639 2.3431 -4.4069
H -3.8752 3.1778 -5.9461
H -0.7247 1.2427 -5.7484
H -2.2093 1.5129 -6.6637
H -2.2695 0.6690 -5.1108
H -3.6762 0.6261 -1.2765
H -3.4056 -1.1075 -0.9409
H -2.4976 -0.2889 -2.2486
H -4.7554 3.2067 4.2445
H -4.9966 2.6463 5.8983
H -5.4354 1.6035 4.5389
H -2.2955 3.6670 4.7702
H -1.2766 2.3806 5.4218
H -2.5456 3.1021 6.4217
H -3.9890 -0.2221 5.6262
H -3.5954 0.9292 6.8999
H -2.2954 0.1262 6.0262
H 3.8051 -2.7685 4.9618
H 3.5714 -4.4578 4.4707
H 3.3827 -3.9898 6.1559
H 1.7888 -1.3803 5.7574
H 1.5109 -2.6520 6.9529
H 0.1979 -2.1378 5.8970
H 1.2272 -5.4905 4.5101
H -0.1348 -4.5690 5.1593
H 1.1824 -5.0570 6.2225
```

Summary:
* 2S+1: 5
* <S²>: 6.0402
* LUMO level (spin up / spin down): -1.88 / -5.18 eV
* net charge: +1
* gap between HOMO and LUMO (spin up / spin down): 0.3052 / 0.1975 hartree
* highest occupied orbital energy (spin up / spin down): -0.37412 / -0.38787 Ha

4.
Below is a structure of composition C46H58GeN4O2PPtS2Si3 at a distorted geometry, with properties calculated with ωB97M-V/def2-TZVPD.

Structure (XYZ):
```
118
Properties=species:S:1:pos:R:3
Pt -0.3776 0.5628 0.1058
S -0.0277 -0.5241 2.4627
C 0.1606 -2.1392 1.9552
N 1.0655 -2.4874 1.0746
C 0.9645 -3.8214 0.7147
C 1.6767 -4.4668 -0.2922
C 1.5036 -5.8238 -0.4679
C 0.6081 -6.5416 0.3283
C -0.1669 -5.8990 1.2748
C 0.0145 -4.5338 1.4558
S -0.8162 -3.4460 2.5320
H 2.3360 -3.8888 -0.9268
H 2.0654 -6.3349 -1.2392
H 0.5106 -7.6094 0.1875
H -0.8995 -6.4406 1.8579
O 0.6431 7.5195 -0.0380
C 1.7592 6.6787 0.1084
C 1.3069 5.2507 0.0940
C 2.2353 4.2117 0.0914
C 1.7862 2.9133 0.0536
N 0.4912 2.5851 0.0556
C -0.4136 3.5803 0.1120
C -0.0365 4.9156 0.1083
C -1.8112 3.1725 0.3055
C -2.8972 3.9565 -0.0459
C -4.1766 3.5337 0.2832
C -5.3874 4.3509 -0.0978
O -5.0928 5.3979 -0.9876
C -4.3062 2.3598 1.0190
C -3.1794 1.6147 1.3009
N -1.9583 1.9871 0.9231
H 0.9182 8.4385 0.0267
H 2.2861 6.8672 1.0529
H 2.4868 6.8240 -0.6998
H 3.2966 4.4249 0.1117
H 2.4867 2.0880 0.0041
H -0.7751 5.7031 0.1483
H -2.7672 4.8879 -0.5797
H -5.7811 4.8137 0.8112
H -6.1630 3.6831 -0.4849
H -5.1717 5.1000 -1.8984
H -5.2775 2.0295 1.3607
H -3.2381 0.7009 1.8774
N -0.9175 -1.2504 -0.4994
P -2.0050 -1.4585 -1.6598
C -3.7236 -0.9570 -1.3420
C -4.2712 -1.2350 -0.0914
C -5.6261 -1.0453 0.1309
C -6.4385 -0.5865 -0.8965
C -5.8951 -0.3005 -2.1417
C -4.5390 -0.4843 -2.3672
C -1.5968 -0.6657 -3.2478
C -1.8656 -1.2998 -4.4584
C -1.6438 -0.6317 -5.6533
C -1.1667 0.6711 -5.6424
C -0.8984 1.3071 -4.4381
C -1.1094 0.6384 -3.2435
C -2.1293 -3.2360 -1.9858
C -1.0381 -3.8623 -2.5869
C -1.0643 -5.2269 -2.8152
C -2.1622 -5.9783 -2.4175
C -3.2414 -5.3609 -1.8048
C -3.2316 -3.9896 -1.5935
H -3.6310 -1.6324 0.6886
H -6.0530 -1.2770 1.0987
H -7.5011 -0.4625 -0.7323
H -6.5265 0.0501 -2.9473
H -4.1276 -0.2873 -3.3476
H -2.2534 -2.3108 -4.4602
H -1.8564 -1.1273 -6.5910
H -1.0025 1.1890 -6.5783
H -0.5295 2.3243 -4.4391
H -0.9012 1.1244 -2.2924
H -0.1797 -3.2700 -2.8851
H -0.2250 -5.7019 -3.3049
H -2.1784 -7.0466 -2.5889
H -4.0980 -5.9417 -1.4901
H -4.0852 -3.5111 -1.1336
C 4.5508 -3.0319 -1.7753
Si 4.4496 -2.3540 -0.0059
C 4.2971 -3.6956 1.3212
C 6.0182 -1.3594 0.3225
Ge 2.0408 -0.9039 0.0410
Si 2.8988 0.3926 2.4957
C 1.8588 1.8906 2.9885
C 3.0960 -0.9192 3.8290
C 4.5804 1.0540 1.9315
Si 3.1688 0.8443 -2.4843
C 2.4779 2.5114 -3.0718
C 2.5654 -0.5780 -3.5821
C 5.0588 0.9717 -2.4645
H 4.6665 -4.1179 -1.7525
H 5.4239 -2.6240 -2.2867
H 3.6767 -2.8039 -2.3851
H 4.0015 -4.6473 0.8821
H 3.5610 -3.4499 2.0868
H 5.2609 -3.8351 1.8150
H 6.8492 -1.8963 -0.1436
H 6.2347 -1.2882 1.3870
H 6.0015 -0.3566 -0.0988
H 0.8837 1.9100 2.5073
H 2.3803 2.8164 2.7459
H 1.6837 1.8727 4.0670
H 2.1519 -1.1286 4.3301
H 3.8005 -0.5481 4.5792
H 3.4961 -1.8555 3.4406
H 4.6591 1.2187 0.8569
H 5.3832 0.3869 2.2357
H 4.7515 2.0078 2.4374
H 1.4237 2.6492 -2.8258
H 2.5750 2.5732 -4.1597
H 3.0333 3.3462 -2.6441
H 1.8175 -1.2010 -3.0830
H 3.4010 -1.2118 -3.8817
H 2.1049 -0.1844 -4.4888
H 5.4286 1.5990 -1.6521
H 5.3857 1.4261 -3.4044
H 5.5312 -0.0078 -2.3874
```

Summary:
* 2S+1: 6
* <S²>: 8.7863
* LUMO level (spin up / spin down): -4.88 / -7.02 eV
* net charge: +2
* gap between HOMO and LUMO (spin up / spin down): 0.2257 / 0.2151 hartree
* highest occupied orbital energy (spin up / spin down): -0.40496 / -0.47304 Ha